(1)
The following is a quantum chemistry calculation of an isolated ion of composition C10H13N3 and charge +2 at a distorted geometry, from the OMol25 dataset.

charge = +2
relative energy (zero: lowest compared OMol25 entry of this formula, charge and spin) = 54.45 kcal/mol
HOMO energy = -16.1911 eV

Each line ends with the Löwdin charge.
Atoms and positions in Å:
N -0.031 2.921 0.263  0.329
N -1.258 -0.073 -0.515  0.084
N -0.835 -2.156 0.425  0.203
C 1.958 -1.567 0.049  0.051
C 2.810 1.099 -0.128  0.080
C -0.460 -0.946 -0.003  -0.350
C -3.543 0.230 0.330  -0.059
C 3.312 -1.247 -0.046  0.098
C 0.976 -0.594 0.053  -0.002
C -2.625 -0.148 -0.831  -0.266
C 0.590 1.848 0.116  0.159
C 3.725 0.088 -0.157  0.016
C 1.394 0.799 0.018  -0.075
H -0.103 3.399 1.170  0.204
H -3.418 -0.459 1.162  0.075
H 3.116 2.130 -0.195  0.147
H -0.216 -2.774 0.928  0.121
H 1.686 -2.612 0.067  0.138
H 4.776 0.323 -0.257  0.146
H 4.049 -2.037 -0.059  0.152
H -2.796 0.558 -1.655  0.123
H -2.894 -1.142 -1.219  0.132
H -0.511 3.387 -0.516  0.203
H -3.341 1.234 0.694  0.069
H -4.570 0.196 -0.021  0.091
H -1.793 -2.457 0.328  0.130


(2)
The following is a quantum chemistry calculation of a 2-piece molecular cluster, C5H6FNO overall at a distorted geometry, from the OMol25 dataset.

SMILES string = CC#[N+][O-].CC#CF
relative energy (zero: lowest compared OMol25 entry of this formula, charge and spin) = 145.80 kcal/mol
HOMO energy = -9.3212 eV

Each line ends with the Löwdin charge.
Atoms and positions in Å:
F -1.633 1.642 -1.364  0.106
O 0.249 1.344 1.922  0.008
N 0.956 1.117 0.992  -0.151
C 2.484 0.595 -1.031  -0.056
C 1.578 0.792 0.074  -0.045
C -2.014 -1.599 0.835  -0.103
C -1.845 -0.413 0.024  -0.104
C -1.752 0.588 -0.622  -0.138
H -2.624 -2.327 0.305  0.076
H -1.042 -2.034 1.061  0.076
H 2.499 -0.457 -1.319  0.082
H -2.508 -1.333 1.767  0.081
H 3.494 0.898 -0.755  0.084
H 2.157 1.187 -1.888  0.084


(3)
The following is a quantum chemistry calculation of C39H32KN7O3S5 as an isolated structure at a distorted geometry, from the OMol25 dataset.

charge = -2
relative energy (zero: lowest compared OMol25 entry of this formula, charge and spin) = 17.28 kcal/mol
HOMO energy = -0.3355 eV

Each line ends with the Löwdin charge.
Atoms and positions in Å:
K -1.970 2.575 1.026  0.606
S -3.029 5.652 0.662  0.302
S -5.812 7.642 -4.128  0.298
S -1.170 4.577 -2.203  0.383
S -3.335 6.013 -3.653  0.813
S -4.805 6.834 -1.415  0.827
O 6.108 -6.785 -5.790  -0.089
O -2.817 0.780 2.397  -0.186
O -4.447 -0.056 0.264  -0.090
N 0.162 3.942 1.741  0.047
N 3.026 -2.743 -1.794  0.183
N 1.912 -2.309 -3.658  0.174
N -1.737 1.522 4.324  0.040
N -1.100 2.414 3.508  -0.020
N -1.004 1.036 -1.511  0.129
N 0.403 0.561 0.758  0.137
C -4.308 -1.037 3.884  -0.022
C 2.023 5.837 2.486  -0.089
C -2.646 5.505 -2.116  -1.208
C 0.302 -0.542 -2.761  -0.088
C 2.066 -1.783 -1.549  -0.170
C -3.809 -1.099 -0.452  -0.320
C 0.738 -0.143 -0.335  -0.145
C -0.017 0.131 -1.572  -0.144
C -1.687 1.317 -2.603  -0.157
C 7.191 -7.408 -5.128  -0.094
C 3.571 -4.296 -5.137  -0.027
C 2.909 -3.032 -3.064  -0.285
C -0.188 3.165 3.999  -0.298
C -2.593 0.768 3.633  -0.466
C -3.351 -0.225 4.487  -0.126
C 2.449 -1.323 0.882  -0.017
C -0.434 -0.234 -3.914  -0.022
C 0.236 3.158 5.440  -0.050
C -3.360 5.906 -1.023  -1.238
C -4.772 -2.107 5.990  -0.122
C 5.370 -5.887 -5.077  -0.289
C 1.423 5.027 3.443  -0.039
C 0.490 4.081 3.032  -0.230
C 1.367 -1.497 -2.692  -0.131
C 1.766 -1.100 -0.319  -0.088
C 2.089 -0.602 1.992  -0.050
C -1.429 0.703 -3.840  -0.040
C 4.739 -4.685 -3.094  -0.017
C -3.120 -0.358 5.855  -0.042
C 1.054 0.337 1.880  -0.105
C -5.015 -1.973 4.630  -0.095
C -3.824 -1.293 6.600  -0.107
C 4.373 -5.220 -5.780  -0.007
C -4.701 6.875 -3.114  -1.581
C -2.638 -1.703 0.304  -0.080
C 3.741 -4.012 -3.783  -0.153
C 0.727 4.724 0.831  -0.137
C 5.552 -5.617 -3.725  -0.016
C 1.678 5.688 1.155  -0.059
H 1.306 2.947 5.532  0.073
H 6.847 -8.043 -4.307  0.092
H 7.898 -6.671 -4.737  0.093
H 0.739 0.927 2.735  0.096
H -4.498 -0.911 2.826  0.099
H -5.321 -2.837 6.574  0.087
H -3.464 -0.715 -1.419  0.091
H -2.010 0.984 -4.708  0.107
H 1.669 5.141 4.491  0.091
H -2.382 0.285 6.314  0.095
H -3.863 0.220 0.992  0.016
H -3.635 -1.388 7.664  0.088
H 3.243 -2.059 0.906  0.108
H 2.589 -0.745 2.941  0.098
H 7.690 -8.024 -5.871  0.088
H 4.243 -5.438 -6.832  0.117
H 2.806 -3.791 -5.714  0.104
H -1.876 -0.946 0.496  0.052
H 0.046 4.127 5.910  0.076
H 2.747 6.586 2.786  0.093
H 6.318 -6.121 -3.154  0.099
H -0.330 2.393 5.965  0.048
H 4.870 -4.464 -2.042  0.113
H -2.190 -2.518 -0.273  0.073
H -4.556 -1.873 -0.661  0.101
H -5.758 -2.596 4.147  0.094
H -2.446 2.085 -2.516  0.080
H 2.111 6.308 0.382  0.098
H 0.383 4.593 -0.193  0.014
H 1.648 -2.334 -4.626  0.141
H -0.207 -0.728 -4.853  0.102
H -2.961 -2.097 1.271  0.069


(4)
The following is a quantum chemistry calculation of a 2-piece molecular cluster, C6H5FO overall at a distorted geometry, from the OMol25 dataset.

relative energy (zero: lowest compared OMol25 entry of this formula, charge and spin) = 89.44 kcal/mol
HOMO energy = -9.3261 eV

Each line ends with the Löwdin charge.
Atoms and positions in Å:
F -1.783 1.423 -0.323  0.052
O 1.869 2.275 1.126  0.003
C 0.334 0.539 0.146  -0.157
C -1.571 -0.994 -0.535  -0.021
C 0.754 1.894 0.667  -0.174
C 1.294 -0.560 0.214  -0.117
C 2.029 -1.479 -0.089  0.097
C -0.992 0.320 -0.214  -0.309
H 3.053 -2.084 -0.275  0.105
H -0.061 2.651 0.757  0.123
H -2.368 -0.928 -1.310  0.082
H -1.880 -1.505 0.809  0.236
H -0.677 -1.549 -0.974  0.081


(5)
The following is a quantum chemistry calculation of a 13-piece molecular cluster, C4H35N2O12 overall at a distorted geometry, from the OMol25 dataset.

charge = +1
relative energy (zero: lowest compared OMol25 entry of this formula, charge and spin) = 0.00 kcal/mol
HOMO energy = -12.6102 eV

Each line ends with the Löwdin charge.
Atoms and positions in Å:
O 0.338 2.791 2.389  -0.060
O 3.605 -0.627 1.898  -0.063
O -0.813 3.257 -0.028  -0.060
O 0.584 -3.639 -2.333  -0.089
O -3.169 -0.527 -3.203  -0.059
O 0.535 0.809 -3.156  -0.087
O 1.523 2.406 -1.067  -0.100
O 1.760 -1.774 3.501  -0.077
O -4.539 -1.476 -1.016  -0.083
O -0.690 -1.630 -3.654  -0.065
O -1.831 1.812 -2.770  -0.036
O 2.668 1.877 1.354  -0.071
N 2.335 -1.706 -0.025  0.177
N -0.428 -0.050 3.759  0.003
C 1.168 -0.836 0.173  -0.095
C -1.455 -0.475 2.802  -0.247
C -0.932 -0.307 1.372  -0.173
C 0.244 -1.183 1.062  -0.070
H -1.769 -0.589 0.695  0.134
H 3.030 -0.990 2.608  0.024
H 1.224 1.818 -1.830  0.031
H 0.156 -4.462 -2.589  0.039
H 0.675 2.751 -0.693  0.006
H -0.448 -1.776 -4.577  0.093
H 3.037 -1.443 0.750  0.086
H -4.103 -1.059 -1.780  -0.026
H 0.911 1.173 -3.966  0.089
H -1.011 4.197 -0.103  0.081
H 1.177 2.383 2.079  0.018
H 3.264 0.291 1.772  0.026
H 0.040 -2.922 -2.732  -0.015
H 0.995 -1.162 3.573  0.000
H -0.546 3.093 0.905  0.015
H -1.847 2.127 -1.853  0.053
H -0.363 1.249 -3.011  0.020
H 2.320 1.988 0.414  0.045
H -5.422 -1.702 -1.327  0.033
H -2.353 -1.051 -3.385  0.039
H 2.005 -2.146 4.353  0.070
H -2.441 1.046 -2.858  0.030
H -0.054 0.854 3.486  0.059
H 3.400 2.498 1.445  0.096
H -1.692 -1.535 2.990  0.122
H -2.413 0.081 2.888  0.124
H 0.518 3.485 3.029  0.079
H -0.805 0.029 4.692  0.095
H 2.024 -2.688 -0.026  0.160
H 1.155 0.083 -0.380  0.095
H 2.718 -1.605 -0.969  0.164
H -3.622 -0.549 -4.059  0.095
H -0.722 0.755 1.185  0.095
H 0.237 -2.132 1.611  0.130
H -0.180 -0.807 -3.393  0.049


(6)
The following is a quantum chemistry calculation of C14H14HgN4O7S as an isolated structure, from the OMol25 dataset.

charge = -2
relative energy (zero: lowest compared OMol25 entry of this formula, charge and spin) = 15.50 kcal/mol
HOMO energy = -1.3470 eV

Each line ends with the Löwdin charge.
Atoms and positions in Å:
Hg 1.532 0.498 -3.035  0.567
S 0.969 3.541 -1.428  0.528
O 3.233 -0.894 -1.526  -0.221
O -0.600 0.386 3.516  0.001
O 3.590 -0.554 5.383  -0.004
O 1.099 0.638 -0.197  -0.153
O 5.289 -0.916 4.113  0.014
O -0.738 1.395 1.628  0.030
O 5.044 0.139 -0.713  -0.055
N -0.114 0.726 2.440  -0.359
N 4.103 -0.634 4.268  -0.383
N -1.317 -0.266 -1.823  -0.196
N -3.732 -0.404 -1.045  -0.172
C -1.404 -1.171 -0.690  -0.154
C 3.903 -0.366 1.826  0.035
C -3.616 -0.850 -2.434  -0.180
C -2.873 -1.250 -0.209  -0.160
C 1.244 0.334 2.160  -0.074
C -2.143 -0.756 -2.908  -0.190
C 0.941 3.322 -2.952  -0.746
C 3.176 -0.104 0.710  -0.042
C 1.991 0.000 3.274  0.049
C 1.767 0.319 0.795  -0.313
C 3.880 -0.283 -0.643  -0.725
C -1.763 1.058 -1.412  -0.194
C -3.242 0.979 -0.956  -0.158
C 3.318 -0.330 3.112  -0.177
H -3.992 -1.877 -2.492  0.101
H -1.629 1.742 -2.255  0.094
H -1.107 1.386 -0.607  0.061
H -2.966 -0.905 0.823  0.109
H -0.744 -0.786 0.081  0.090
H -3.350 1.308 0.080  0.107
H -1.025 -2.149 -1.000  0.119
H -3.260 -2.274 -0.254  0.102
H -3.892 1.606 -1.576  0.103
H -2.029 -0.075 -3.756  0.103
H -4.275 -0.222 -3.044  0.101
H 1.543 0.025 4.257  0.118
H -1.761 -1.732 -3.222  0.107
H 4.950 -0.607 1.711  0.119


Number 1: energy -552.3841 Eh. Number 2: energy -423.7871 Eh. Number 3: energy -4705.4346 Eh. Number 4: energy -406.5572 Eh. Number 5: energy -1185.6467 Eh. Number 6: energy -1839.0115 Eh.